{
  "formula": "C15H20N4OS",
  "method": "ωB97M-V/def2-TZVPD",
  "symbols": ["C", "C", "C", "C", "H", "C", "H", "C", "H", "S", "C", "H", "C", "H", "H", "N", "C", "C", "H", "H", "C", "C", "H", "H", "H", "C", "O", "H", "N", "N", "H", "C", "H", "N", "H", "H", "H", "C", "H", "H", "H"],
  "xyz": [[1.2622, 1.5012, 2.1225], [-0.1367, -0.3343, -0.6244], [-1.5432, -5.6624, -0.2908], [-1.3790, 1.5338, 0.5140], [-3.3826, -5.7052, -1.3868], [-0.3439, -4.9988, -0.0942], [-1.9072, 1.6647, -0.4300], [-0.9397, -3.3990, -1.7859], [0.5828, 1.3016, 2.9588], [-1.3763, -0.6853, -1.7853], [-0.6280, -2.1686, -2.5709], [-1.0646, -2.1995, -3.5687], [1.1527, 3.7968, 2.8681], [0.8074, 4.4400, -0.7472], [2.0548, 2.5543, -0.0809], [1.6828, -0.3295, 0.4934], [-0.0411, -3.8710, -0.8363], [1.1785, 5.2454, 2.3409], [2.2898, 5.2750, -0.2121], [3.0251, 3.4635, 1.0908], [2.0049, 3.3193, 0.6946], [0.9213, 0.6032, 0.9893], [-1.0042, 2.4923, 0.8724], [0.5576, 5.8951, 2.9592], [-2.0680, 1.1093, 1.2480], [-2.4445, -5.1926, -1.2316], [0.6475, 5.3171, 1.0425], [2.2896, 1.2665, 2.4450], [1.0915, 2.8893, 1.7364], [-0.2651, 0.6528, 0.3084], [0.4406, -1.9704, -2.6168], [1.4561, 4.6319, 0.1097], [0.2614, 3.6274, 3.4786], [1.0259, -0.9220, -0.5174], [-2.8515, -3.6942, -2.7041], [-1.7773, -6.5431, 0.2893], [2.0436, 3.6146, 3.4947], [-2.1455, -4.0648, -1.9739], [0.3600, -5.3598, 0.6412], [2.2077, 5.6350, 2.3471], [0.8858, -3.3405, -0.6776]],
  "mulliken_charge": [-0.897, 0.468, -0.377, -0.911, 0.368, -0.650, 0.335, 0.553, 0.414, -0.214, -1.137, 0.517, -0.750, 0.345, 0.389, -0.959, -0.152, -0.507, 0.356, 0.298, -0.654, 0.555, 0.327, 0.309, 0.256, -0.495, -0.415, 0.359, 0.372, 0.183, 0.447, -0.579, 0.384, -0.214, 0.353, 0.373, 0.306, -0.473, 0.381, 0.314, 0.420],
  "e_homo_ev": -8.3,
  "homo_lumo_gap_ha": 0.3285,
  "de_lowest_kcal_mol": 58.7,
  "lumo_energy_ev": 0.7,
  "smiles": "Cn1c(CN2CCOCC2)nnc1SCc1ccccc1"
}

{
  "formula": "CFNS",
  "method": "ωB97M-V/def2-TZVPD",
  "symbols": ["S", "F", "N", "C"],
  "xyz": [[-0.7467, -0.9028, 0.5258], [1.4764, -1.1480, 0.5791], [-0.3407, 1.5232, -0.8412], [-0.3890, 0.5276, -0.2637]],
  "mulliken_charge": [0.244, -0.410, -0.227, 0.393],
  "e_homo_ev": [-11.5, -11.5],
  "homo_lumo_gap_ha": [0.2676, 0.2643],
  "de_lowest_kcal_mol": 42.0,
  "lumo_energy_ev": [-4.2, -4.3]
}

{
  "formula": "C2H10N3OP",
  "method": "ωB97M-V/def2-TZVPD",
  "symbols": ["O", "C", "P", "H", "H", "H", "H", "N", "H", "H", "C", "N", "H", "H", "H", "H", "N"],
  "xyz": [[2.1125, 1.1541, 0.8851], [-0.8685, 1.0252, -1.3523], [1.5617, 0.1417, 0.0003], [-2.2602, 0.9033, 0.9977], [1.6290, -1.6502, 1.4875], [1.6995, 0.6721, -2.1675], [-0.7754, 1.5478, 1.4514], [2.3127, 0.2062, -1.5794], [-1.1253, 2.1254, -1.1282], [-0.9536, -0.2369, 1.5281], [-1.1498, 0.6718, 1.0681], [1.5349, -1.4223, 0.5158], [2.4491, -0.7584, -1.7902], [1.0714, -2.0930, -0.0599], [-0.0032, 0.9384, -2.0320], [-1.6954, 0.6783, -1.9161], [-0.5840, 0.1959, -0.2780]],
  "mulliken_charge": [-0.621, -0.800, 0.864, 0.325, 0.238, 0.311, 0.375, -0.581, 0.241, 0.375, -0.992, -0.483, 0.297, 0.230, 0.208, 0.308, -0.297],
  "e_homo_ev": -8.5,
  "homo_lumo_gap_ha": 0.3375,
  "de_lowest_kcal_mol": 56.9,
  "lumo_energy_ev": 0.7,
  "smiles": "CN(C)P(N)(N)=O"
}

{
  "formula": "C8H24IO8",
  "method": "ωB97M-V/def2-TZVPD",
  "symbols": ["C", "H", "H", "H", "H", "C", "H", "O", "H", "C", "C", "C", "H", "H", "H", "C", "I", "H", "O", "O", "H", "C", "O", "H", "H", "H", "H", "H", "O", "H", "O", "H", "H", "H", "H", "O", "H", "H", "O", "H", "C"],
  "xyz": [[-3.4729, 3.6806, 2.8780], [5.6204, 2.8835, -2.2198], [-4.0033, 5.7997, 2.9300], [1.0861, 2.2221, -2.6097], [-5.4396, 5.7509, 4.4164], [4.0218, 3.2188, -3.3619], [-3.0508, -4.7679, -2.5823], [-2.5449, -7.3219, -2.1999], [2.5702, -2.1990, 3.9636], [3.1832, -0.8997, 2.2363], [-1.9116, -6.5317, -3.1900], [-3.8866, 4.9372, 3.5862], [3.6989, 3.2947, -4.4002], [-2.5951, 3.9521, 2.2917], [3.7562, -0.2222, 3.8488], [-2.0181, -5.0818, -2.7343], [-2.1042, -0.0771, -1.0859], [-1.5755, -4.9392, -1.7485], [-1.2782, -4.2083, -3.5722], [3.4542, 0.2232, 3.0538], [-0.8963, -6.9225, -3.2572], [2.2444, -1.9594, 2.9514], [0.9021, -1.4820, 3.0842], [3.1523, 2.3095, -1.7223], [0.5685, -1.1879, 2.2334], [4.1797, -1.2408, 1.9556], [3.9856, 4.1587, -2.8110], [2.7938, -0.5717, 1.2725], [1.7013, 2.8163, -3.0458], [-3.0726, 5.2823, 4.2238], [-5.0688, 4.8682, 4.3468], [-4.0365, 2.5653, 1.4348], [-1.6829, -3.3539, -3.4055], [-1.8932, -7.5464, -1.5317], [-3.1406, 2.8765, 3.5346], [5.3118, 2.6633, -3.1018], [2.9895, 1.3452, -3.2820], [2.3282, -2.9177, 2.4389], [-4.4821, 3.0727, 2.1171], [-2.3723, -6.8114, -4.1374], [2.9779, 2.3218, -2.7982]],
  "mulliken_charge": [-0.377, 0.310, 0.319, 0.327, 0.310, -0.418, 0.293, -0.534, 0.323, -0.448, -0.361, -0.401, 0.306, 0.315, 0.301, -0.221, -0.961, 0.210, -0.534, -0.491, 0.257, -0.395, -0.488, 0.215, 0.327, 0.272, 0.255, 0.346, -0.536, 0.280, -0.519, 0.324, 0.323, 0.306, 0.268, -0.541, 0.277, 0.246, -0.528, 0.247, -0.204],
  "e_homo_ev": -4.1,
  "charge": -1,
  "homo_lumo_gap_ha": 0.2412,
  "de_lowest_kcal_mol": 62.8,
  "lumo_energy_ev": 2.5
}

{
  "formula": "C31H59FI2N5O4Si3Tl",
  "method": "ωB97M-V/def2-TZVPD",
  "symbols": ["O", "H", "H", "C", "H", "H", "H", "H", "C", "H", "C", "Tl", "C", "H", "O", "C", "C", "C", "Si", "Si", "H", "O", "C", "H", "C", "C", "H", "H", "H", "H", "H", "C", "C", "C", "C", "H", "H", "H", "H", "H", "H", "C", "H", "H", "H", "Si", "C", "O", "C", "H", "H", "C", "N", "H", "N", "N", "H", "H", "H", "H", "H", "C", "H", "C", "C", "H", "H", "C", "H", "H", "H", "H", "C", "I", "H", "H", "H", "H", "H", "C", "H", "C", "H", "N", "H", "H", "H", "I", "H", "C", "C", "H", "H", "H", "C", "C", "H", "H", "N", "H", "C", "F", "H", "H", "H", "C"],
  "xyz": [[1.9941, -0.4439, -0.8064], [2.6617, -1.5565, 5.8043], [-2.7885, -0.7755, -3.8193], [-2.1050, 4.1092, -0.7704], [3.5396, -2.4159, 4.5484], [-1.7212, -0.3608, -8.2094], [1.4870, 4.4048, 9.4744], [0.8540, 4.1062, -4.9279], [-3.3847, -3.1786, -0.6523], [-4.8617, -1.7852, 0.1503], [1.5428, 2.3702, 9.0254], [-0.1333, 0.4061, -1.7847], [-0.9986, -0.7755, -7.5121], [-0.3402, 3.2637, -3.9662], [0.4094, -1.9489, -3.0990], [-4.7932, -2.5666, -0.6043], [1.2796, 0.6506, 5.4236], [-2.4285, -1.2968, -4.7018], [1.2705, -1.5740, -4.4448], [1.3329, 1.6707, -4.9611], [1.5219, -3.7628, -5.5951], [2.7396, -2.3662, 0.0341], [3.2445, -1.4221, 4.8889], [2.8538, 2.3528, -6.8135], [-3.3677, -4.3948, -1.5790], [0.4957, 0.4353, 3.1430], [1.3464, 1.7429, -7.4705], [2.2674, 2.6591, -2.8623], [-0.2768, -3.0893, -1.5887], [2.7823, 0.9896, -2.9975], [-0.2427, 1.1462, 8.7946], [0.5466, -3.1084, -2.2980], [2.1046, 1.5740, -6.7134], [1.8030, -0.8186, 1.5334], [-0.5444, 1.3036, 3.4700], [2.5928, 2.2584, 8.7489], [-0.4701, 3.2899, -5.7129], [-2.0646, 2.0415, -6.8783], [3.6725, -0.7963, -4.7366], [-1.2571, 1.5703, 2.7069], [-0.6697, 4.8994, 8.6199], [0.3259, 0.0605, -4.8796], [1.3409, -2.5012, -6.7907], [-1.9186, -3.9794, 0.7204], [-5.0677, -2.1461, -1.5703], [-1.3760, -0.0995, -5.7494], [0.6332, -0.0177, 1.7546], [-0.2153, 0.2883, 0.9052], [0.9821, -2.8514, -5.8298], [3.4071, -1.8816, 2.3854], [-0.7575, 3.9053, 6.5180], [4.4994, -0.5907, 5.1413], [1.1252, 3.7728, 8.7534], [-3.5945, -4.3320, 1.1532], [-2.4028, -2.2465, -1.2266], [-2.2898, -0.9551, -0.6826], [-2.7626, 4.3834, 0.0477], [-3.4442, 1.1842, -6.2553], [1.4356, 2.1559, 10.0894], [3.5842, -2.4717, -4.2537], [-5.5196, -3.3327, -0.3540], [-0.7526, 3.1686, 7.3230], [2.0326, 0.4401, 6.1625], [-0.3486, 3.8583, 8.6342], [-2.4205, 1.4719, -6.0283], [-3.1582, -0.4157, -0.7231], [-3.7395, -4.1271, -2.5664], [1.4037, 0.0643, 4.1555], [-2.4638, 2.1328, -5.1696], [-2.9397, -2.7231, 1.4321], [3.3218, -1.2222, -3.0673], [-1.8512, -2.1564, -4.3808], [0.6360, 1.4336, 8.2014], [-0.2268, 3.4579, 0.0602], [-1.0809, -1.8551, -7.5578], [5.0948, -1.0576, 5.9212], [3.5644, 2.2335, -3.9505], [-0.0079, -0.5033, -7.8604], [1.1720, 0.5193, 7.9587], [2.6073, 1.8981, -3.5610], [-3.9934, -5.1873, -1.1800], [2.2102, -1.2640, 0.1092], [0.4913, -4.0078, -2.9105], [2.3927, -0.8380, 3.8640], [-0.0644, -3.1132, -5.9347], [4.2529, 0.4254, 5.4409], [1.5155, 4.0522, 7.8450], [-3.1188, 2.6460, -1.9647], [-1.9080, 4.9640, -1.4070], [3.1379, -1.4922, -4.1019], [-0.6768, 1.8096, 4.7337], [-0.7970, 3.3754, 9.5025], [-3.2934, -1.6508, -5.2546], [2.5796, 0.6191, -6.9072], [0.2531, 1.5275, 5.7517], [0.2268, 3.2214, -4.8904], [1.4984, -3.0940, -1.7639], [5.0987, -0.5360, 4.2366], [0.2231, 2.1369, 7.0088], [-2.5478, -2.1633, -2.2275], [-2.9272, -3.5747, 0.7533], [-1.7453, 2.6126, 4.9629], [-2.3516, -4.7691, -1.6760], [-1.9883, -1.0222, 0.2876], [-1.7682, 2.7665, 7.4285], [2.5783, -1.2132, 2.5760]],
  "mulliken_charge": [-0.611, 0.507, 0.171, -0.936, 0.479, 0.455, 0.356, 0.415, 1.465, 0.346, -0.759, 1.049, -1.203, -0.002, 0.441, -1.778, -0.369, -0.760, 0.155, 0.157, 0.460, -0.733, -1.086, 0.404, -1.707, 0.604, 0.323, 0.286, -0.117, 0.065, 0.316, -0.676, -1.098, -0.493, -0.784, 0.434, 0.378, 0.377, 0.386, 0.741, 0.387, 0.222, 0.375, 0.347, 0.331, 0.297, 0.733, -0.693, -1.265, 0.577, 0.532, -1.050, -0.105, 0.475, 0.788, -0.356, 0.505, 0.408, 0.377, 0.477, 0.487, -0.791, 0.528, -0.765, -1.245, 0.122, 0.397, 0.015, 0.221, 0.388, 0.198, 0.099, -0.680, 0.086, 0.404, 0.386, 0.502, 0.357, 0.455, -0.781, 0.465, 0.104, 0.371, 0.235, 0.316, 0.303, 0.378, 0.102, 0.437, -1.150, 0.241, 0.338, 0.570, 0.359, -1.025, -0.785, 0.219, 0.358, 0.255, -0.336, -1.787, -0.369, 0.319, 0.082, 0.418, 0.181],
  "e_homo_ev": [-12.1, -12.1],
  "charge": 2,
  "homo_lumo_gap_ha": [0.1880, 0.1880],
  "de_lowest_kcal_mol": 61.0,
  "lumo_energy_ev": [-7.0, -7.0]
}

{
  "formula": "C14H24CaClN5O6",
  "method": "ωB97M-V/def2-TZVPD",
  "symbols": ["H", "O", "O", "N", "C", "C", "N", "C", "C", "H", "H", "H", "C", "H", "O", "H", "O", "H", "O", "H", "C", "C", "H", "H", "H", "H", "C", "Cl", "H", "N", "H", "H", "H", "C", "C", "C", "C", "C", "H", "N", "H", "H", "O", "N", "H", "H", "H", "Ca", "H", "C", "H"],
  "xyz": [[1.5181, -1.9233, 4.1851], [-2.3112, 0.3669, 1.3218], [1.3835, 3.3353, -0.8255], [1.5781, 0.0730, 1.4776], [2.7898, 1.1009, 3.2670], [-1.4045, 2.4388, 1.1495], [-1.3859, 1.1680, 0.7161], [0.9496, -3.1125, -1.4071], [1.7678, -1.0446, 3.5955], [-2.1208, -0.5789, 0.9384], [0.7080, -1.7728, 1.8417], [1.0064, -4.8411, -2.6660], [-0.9601, -4.4892, -0.4331], [-3.0188, 2.1844, 2.5190], [-1.8395, -2.0090, 0.4620], [-1.2315, 5.2601, 0.7536], [1.9108, 0.9700, -1.8150], [-2.5635, 0.6058, -5.0745], [-1.5622, 0.2322, -3.1374], [-4.0687, -0.2301, -4.6672], [-0.2708, -3.1921, -0.6790], [-0.2832, 4.7328, 0.9254], [-0.2857, -5.2037, 0.0608], [0.5039, 5.1988, 0.3260], [-0.8567, -0.0679, -3.7375], [2.5782, -4.0288, -2.4183], [1.6406, -4.3173, -1.9357], [3.6910, 2.4399, 3.8371], [-1.8389, -4.3273, 0.1969], [0.4045, 2.6702, -0.3206], [-1.2801, -4.9448, -1.3821], [2.8992, 0.0175, 5.1212], [-3.4837, 1.1004, -3.6616], [-3.1733, 0.2407, -4.2497], [1.3124, -0.9676, 2.2749], [2.5227, 0.0121, 4.1057], [2.2967, 1.1076, 1.9518], [-2.3331, 2.9698, 2.1922], [2.6294, 0.4513, -2.2270], [1.4072, -1.8392, -1.5857], [2.1142, 1.9396, -1.7471], [2.4841, 1.9533, 1.2918], [2.4883, -1.6554, -2.2299], [-0.7440, -1.9889, -0.2410], [-1.7673, 3.3393, 3.0603], [1.8548, -5.0309, -1.1269], [-2.6589, -0.5191, -3.6327], [0.3668, 0.2133, -0.7188], [-2.9117, 3.8176, 1.7985], [-0.4126, 3.2984, 0.5577], [-0.0401, 4.8468, 1.9918]],
  "mulliken_charge": [0.398, -0.563, -0.928, -0.204, 0.056, 0.189, 0.181, 0.234, -0.789, 0.353, 0.316, 0.306, -1.456, 0.375, -0.728, 0.317, -0.537, 0.231, -0.601, 0.358, -0.172, -1.384, 0.299, 0.338, 0.323, 0.353, -1.298, -0.217, 0.373, 0.493, 0.306, 0.437, 0.249, -0.967, -0.084, -0.223, -0.587, -1.327, 0.224, 0.629, 0.233, 0.570, -0.750, 0.729, 0.264, 0.307, 0.334, 2.434, 0.295, 0.065, 0.250],
  "e_homo_ev": [-6.6, -6.6],
  "homo_lumo_gap_ha": [0.1960, 0.1908],
  "de_lowest_kcal_mol": 22.8,
  "lumo_energy_ev": [-1.3, -1.4]
}